Molecular formula: C4H7N3O
Method: DFT, ωB97M-V/def2-TZVPD

HOMO-LUMO gap = 10.142 eV
HOMO level = -9.76 eV
Strongest force on any atom = 4.36 eV/Å
Calculated total energy = -396.03429 Ha
Energy relative to the best compared isomer or geometry (same formula, charge and spin) = 3.105 eV
SMILES = [H]\N=C/C(/N=C(/C)O)=N\[H]
E_LUMO = 0.4 eV

Structure (ORCA input):
```
! RIJCOSX wB97M-V def2-TZVPD def2/J DEFGRID3
* xyz 0 1
H 2.02 1.20 -1.36
N 2.41 1.20 -0.41
C 1.48 0.90 0.46
C 0.04 1.34 0.19
N -1.00 0.43 0.35
C -0.87 -0.79 0.11
C -1.80 -1.93 0.16
O 0.65 -1.22 -0.04
N -0.26 2.46 -0.35
H 0.55 3.08 -0.34
H 1.72 0.91 1.53
H -2.66 -1.70 0.79
H -2.14 -2.16 -0.85
H -1.29 -2.80 0.59
H 1.13 -0.93 -0.83
*
```


Molecular formula: C4H4NO3S
Method: DFT, ωB97M-V/def2-TZVPD

HOMO-LUMO gap (alpha / beta) = 7.586 / 7.691 eV
HOMO level (alpha / beta) = -5.50 / -5.18 eV
Strongest force on any atom = 5.27 eV/Å
Calculated total energy = -833.37784 Ha
Energy relative to the best compared isomer or geometry (same formula, charge and spin) = 5.903 eV
E_LUMO (alpha / beta) = 2.1 / 2.5 eV

Structure (ORCA input):
```
! RIJCOSX wB97M-V def2-TZVPD def2/J DEFGRID3
* xyz -1 1
C 0.55 -0.98 -1.96
C 0.94 0.12 0.80
C 0.11 0.62 -0.04
C -0.19 0.04 -1.33
N 1.21 -1.70 -2.62
O -1.89 1.79 -2.27
O 0.50 2.05 -2.68
O -0.87 0.39 -3.90
S -0.67 1.19 -2.70
H 1.25 0.78 1.55
H 1.43 -0.96 0.67
H -0.30 1.60 0.31
H -2.06 -1.05 -0.55
*
```


Molecular formula: C3H10S3
Method: DFT, ωB97M-V/def2-TZVPD

HOMO-LUMO gap = 8.383 eV
HOMO level = -7.94 eV
Strongest force on any atom = 2.78 eV/Å
Calculated total energy = -1314.79429 Ha
Energy relative to the best compared isomer or geometry (same formula, charge and spin) = 1.465 eV
SMILES = CSC.CSS
E_LUMO = 0.4 eV

Structure (ORCA input):
```
! RIJCOSX wB97M-V def2-TZVPD def2/J DEFGRID3
* xyz 0 1
C -0.36 0.90 1.39
S -1.38 1.13 -0.08
C -2.85 0.15 0.04
H -0.97 0.76 2.24
H 0.32 0.06 1.60
H 0.24 1.88 1.45
H -3.11 -0.20 -1.00
H -3.73 0.49 0.51
H -2.73 -0.79 0.53
C 1.28 -0.88 -1.23
S 2.26 -1.29 0.18
S 4.05 -0.18 0.10
H 1.03 0.20 -1.11
H 1.80 -0.84 -2.11
H 0.45 -1.56 -1.36
H 3.72 0.18 -1.14
*
```


Molecular formula: C2H3NO2S
Method: DFT, ωB97M-V/def2-TZVPD

HOMO-LUMO gap = 9.202 eV
HOMO level = -9.94 eV
Strongest force on any atom = 4.84 eV/Å
Calculated total energy = -681.33811 Ha
Energy relative to the best compared isomer or geometry (same formula, charge and spin) = 3.298 eV
SMILES = O=CN(O)C=S
E_LUMO = -0.7 eV

Structure (ORCA input):
```
! RIJCOSX wB97M-V def2-TZVPD def2/J DEFGRID3
* xyz 0 1
O -2.52 0.11 -0.27
C -1.41 -0.36 0.05
N -0.08 0.21 0.13
O 0.02 1.66 0.03
C 1.04 -0.55 -0.10
S 2.51 0.08 -0.12
H -1.30 -1.37 0.36
H 1.06 1.73 -0.18
H 0.68 -1.52 0.11
*
```


Molecular formula: C5H12NO
Method: DFT, ωB97M-V/def2-TZVPD

HOMO-LUMO gap (alpha / beta) = 10.011 / 6.765 eV
HOMO level (alpha / beta) = -8.98 / -8.93 eV
Strongest force on any atom = 6.71 eV/Å
Calculated total energy = -327.55495 Ha
Energy relative to the best compared isomer or geometry (same formula, charge and spin) = 1.963 eV
E_LUMO (alpha / beta) = 1.0 / -2.2 eV

Structure (ORCA input):
```
! RIJCOSX wB97M-V def2-TZVPD def2/J DEFGRID3
* xyz 0 2
C -0.55 0.72 -0.28
N 0.84 1.11 -0.41
C 1.09 1.84 -1.84
O 0.18 2.68 -2.17
C -0.77 -0.83 -0.31
C 0.10 -1.61 0.63
C -0.46 -1.30 2.05
H -1.03 1.03 0.65
H -1.11 1.31 -1.07
H 1.11 1.65 0.36
H 2.16 2.24 -1.64
H 1.24 1.06 -2.50
H -0.75 -1.27 -1.35
H -1.90 -0.94 -0.12
H 0.34 -2.70 0.41
H 1.10 -1.25 0.61
H -0.45 -0.16 2.33
H 0.25 -1.80 2.69
H -1.39 -1.80 1.96
*
```


Molecular formula: C18H15BrN3O8PdSSe
Method: DFT, ωB97M-V/def2-TZVPD

HOMO-LUMO gap (alpha / beta) = 3.939 / 3.911 eV
HOMO level (alpha / beta) = -4.84 / -4.84 eV
Strongest force on any atom = 4.24 eV/Å
Calculated total energy = -6962.60700 Ha
Energy relative to the best compared isomer or geometry (same formula, charge and spin) = 4.313 eV
E_LUMO (alpha / beta) = -0.9 / -0.9 eV

Structure (ORCA input):
```
! RIJCOSX wB97M-V def2-TZVPD def2/J DEFGRID3
* xyz -1 1
Pd -0.14 -0.80 -0.67
O -6.70 -1.90 2.53
C -6.57 -1.18 1.53
O -7.33 -0.47 0.86
C -5.08 -1.14 0.98
C -4.83 -1.46 -0.35
C -3.52 -1.41 -0.82
N -2.52 -1.08 -0.01
C -2.75 -0.76 1.25
C -4.03 -0.78 1.81
C -1.55 -0.32 2.09
O -1.69 -0.10 3.28
O -0.46 -0.17 1.43
H -5.65 -1.70 -1.02
H -3.26 -1.62 -1.85
H -4.15 -0.53 2.85
C 1.44 2.18 -2.91
N 1.58 2.51 -1.51
C 2.68 3.05 -0.91
C 2.40 3.19 0.41
N 1.12 2.74 0.60
C 0.44 2.71 1.89
C 0.63 2.29 -0.57
Se -1.09 1.67 -0.93
H 2.29 2.58 -3.46
H 0.51 2.60 -3.30
H 1.40 1.10 -3.04
H 3.56 3.31 -1.47
H 3.01 3.55 1.22
H 1.06 3.22 2.63
H 0.28 1.68 2.19
H -0.53 3.19 1.81
O -1.15 -1.48 -2.63
S 0.18 -2.14 -2.63
O 1.15 -0.98 -2.52
O 0.29 -2.87 -1.32
O 0.44 -2.97 -3.77
Br 6.20 -2.37 1.43
C 4.47 -1.77 0.89
C 4.37 -0.87 -0.15
C 3.12 -0.42 -0.54
C 1.99 -0.85 0.12
C 2.10 -1.79 1.13
C 3.34 -2.25 1.53
H 5.27 -0.51 -0.65
H 3.05 0.24 -1.39
H 1.21 -2.15 1.64
H 3.43 -2.98 2.33
*
```